Entry from OMol25: a structure of composition C27H37CoF5O3SSiTe (ωB97M-V/def2-TZVPD).

**Lowest unoccupied orbital energy (spin up / spin down)**: -0.020 / -0.020 hartree
**Orbital gap (spin up / spin down)**: 8.4 / 8.4 eV
**Energy**: -111965.3601 eV
**Relative energy (zero: lowest compared OMol25 entry of this formula, charge and spin)**: 7.5 kcal/mol
**HOMO (spin up / spin down)**: -8.962 / -8.945 eV
**Multiplicity**: 2

Each line ends with the Mulliken spin population.
Cartesian coordinates (Å):
Co (1.1319, 0.7636, 0.4765)  1.02
C (-0.8224, 1.5664, 3.2936)  0.00
C (0.1484, 2.4439, 2.5532)  -0.01
C (1.2071, 3.0651, 3.1950)  0.01
C (2.0687, 3.9110, 2.5037)  0.00
C (3.2512, 4.5295, 3.1913)  0.00
C (1.8602, 4.1386, 1.1472)  0.00
C (0.8152, 3.5322, 0.4683)  0.00
C (0.5707, 3.8087, -0.9897)  -0.01
C (-0.0351, 2.6714, 1.1793)  -0.03
H (-1.7352, 2.1214, 3.5262)  0.00
H (-0.3988, 1.2092, 4.2323)  0.00
H (-1.1127, 0.7126, 2.6783)  0.00
H (1.3776, 2.8755, 4.2496)  0.00
H (3.3756, 5.5722, 2.8959)  0.00
H (4.1643, 4.0014, 2.9076)  0.00
H (3.1531, 4.4820, 4.2754)  0.00
H (2.5471, 4.7796, 0.6062)  0.00
H (-0.0249, 4.7168, -1.1082)  0.00
H (0.0218, 2.9915, -1.4633)  0.00
H (1.5094, 3.9529, -1.5241)  0.00
H (-0.9330, 2.2937, 0.7047)  0.04
C (2.8141, -3.0260, -1.2896)  0.00
S (1.5633, -2.1972, -0.3300)  0.01
C (2.0266, -2.7525, 1.2977)  0.00
O (2.0266, -0.7399, -0.4191)  0.02
H (3.7925, -2.7334, -0.9118)  0.00
H (2.6857, -2.7033, -2.3213)  0.00
H (2.6505, -4.1017, -1.2110)  0.00
H (1.7501, -3.8071, 1.3539)  0.00
H (1.4306, -2.1825, 2.0080)  0.00
H (3.0895, -2.5927, 1.4730)  0.00
C (-3.7720, 0.3893, 0.5552)  0.00
C (-3.2362, 0.0898, -0.8482)  0.00
C (-4.2558, -0.7634, -1.6094)  0.00
C (-3.0230, 1.4057, -1.6050)  0.00
Si (-1.5876, -0.8197, -0.7026)  0.00
O (-0.5354, 0.0547, 0.1704)  -0.05
C (-0.8789, -1.0953, -2.4313)  0.01
C (-1.2837, -2.0806, -3.3376)  0.00
C (-0.7009, -2.2069, -4.5916)  0.00
C (0.3050, -1.3335, -4.9832)  0.00
C (0.7134, -0.3308, -4.1142)  0.00
C (0.1233, -0.2190, -2.8622)  0.00
C (-1.8604, -2.4235, 0.2577)  0.00
C (-2.3876, -3.6083, -0.2665)  0.00
C (-2.5645, -4.7395, 0.5195)  0.00
C (-2.2262, -4.7141, 1.8655)  0.00
C (-1.7153, -3.5471, 2.4180)  0.00
C (-1.5391, -2.4245, 1.6196)  0.00
H (-4.7216, 0.9343, 0.4897)  0.00
H (-3.0742, 1.0050, 1.1321)  0.00
H (-3.9552, -0.5273, 1.1244)  0.00
H (-5.2081, -0.2244, -1.6859)  0.00
H (-4.4576, -1.7119, -1.1018)  0.00
H (-3.9227, -0.9835, -2.6290)  0.00
H (-3.9662, 1.9598, -1.6809)  0.00
H (-2.6562, 1.2324, -2.6210)  0.00
H (-2.3014, 2.0550, -1.0980)  0.00
H (-2.0744, -2.7749, -3.0767)  0.00
H (-1.0359, -2.9858, -5.2660)  0.00
H (0.7612, -1.4285, -5.9612)  0.00
H (1.4920, 0.3630, -4.4086)  0.00
H (0.4698, 0.5639, -2.1989)  -0.01
H (-2.6720, -3.6651, -1.3112)  0.00
H (-2.9716, -5.6432, 0.0817)  0.00
H (-2.3675, -5.5951, 2.4801)  0.00
H (-1.4582, -3.5119, 3.4703)  0.00
H (-1.1336, -1.5197, 2.0630)  0.00
F (5.3664, 0.8352, -0.8485)  0.00
Te (4.1755, 1.0445, 0.5528)  0.00
F (4.4555, -0.8275, 0.6460)  0.00
F (4.4741, 2.8964, 0.5330)  0.00
F (5.5987, 1.0947, 1.7506)  0.00
F (2.8946, 1.5202, -0.8028)  0.01
O (2.7436, 0.9586, 1.6642)  0.00

Forces on atoms 1 to 6 (eV/Å):
-0.08 -0.18 0.36
-0.02 0.01 0.01
-0.03 -0.06 -0.03
-0.01 -0.01 0.01
0.02 0.01 0.03
0.01 0.02 0.01


Entry from OMol25: a structure of composition C27H37F4N4PtSe (ωB97M-V/def2-TZVPD).

**Lowest unoccupied orbital energy (spin up / spin down)**: -0.119 / -0.192 hartree
**Orbital gap (spin up / spin down)**: 6.8 / 4.8 eV
**Energy**: -114015.3525 eV
**Relative energy (zero: lowest compared OMol25 entry of this formula, charge and spin)**: 43.3 kcal/mol
**HOMO (spin up / spin down)**: -10.079 / -10.051 eV
**Multiplicity**: 3
**Total charge**: +1

Each line ends with the Mulliken spin population.
Cartesian coordinates (Å):
Pt (0.3836, -2.7403, -2.4895)  0.95
C (-1.5261, -5.1110, -3.5597)  0.01
C (-2.3525, -3.8542, -3.3968)  -0.01
N (-1.7373, -2.8511, -2.4873)  0.11
C (-2.2081, -1.4832, -2.8428)  0.00
C (-1.5166, -0.9595, -4.0912)  0.02
C (-2.0249, -3.1948, -1.0728)  0.01
C (-1.1059, -2.5264, -0.0505)  -0.08
N (0.2800, -2.5903, -0.4940)  0.63
C (1.3374, -2.4184, 0.3400)  0.00
C (2.6260, -2.4087, -0.2367)  0.09
F (2.7469, -2.5291, -1.5836)  -0.01
C (3.7701, -2.3002, 0.5234)  -0.05
F (4.9538, -2.3008, -0.0832)  -0.01
C (3.6926, -2.1989, 1.9002)  0.17
C (2.4415, -2.1910, 2.4894)  -0.06
F (2.3366, -2.0907, 3.8108)  -0.01
C (1.2825, -2.2820, 1.7399)  0.13
F (0.1055, -2.2576, 2.3733)  0.01
H (-1.9470, -5.7108, -4.3652)  0.00
H (-1.5097, -5.7254, -2.6606)  0.00
H (-0.4876, -4.8723, -3.8278)  -0.01
H (-3.3461, -4.0943, -2.9996)  0.00
H (-2.5048, -3.3711, -4.3599)  0.01
H (-1.9754, -0.8305, -2.0034)  0.01
H (-3.2952, -1.5131, -2.9707)  0.00
H (-0.4519, -1.2376, -4.0299)  0.00
H (-1.5600, 0.1274, -4.1218)  0.00
H (-1.9219, -1.3626, -5.0148)  0.00
H (-1.9140, -4.2746, -0.9810)  -0.01
H (-3.0662, -2.9456, -0.8376)  0.00
H (-1.2480, -3.0430, 0.9025)  0.02
H (-1.3579, -1.4732, 0.1138)  0.05
H (4.5863, -2.1281, 2.5002)  0.00
C (-1.2717, 4.3769, 0.0715)  0.00
C (-2.6593, 3.8285, -0.2232)  0.00
C (-3.0543, 2.6273, 0.6324)  0.00
C (-2.3412, 1.3199, 0.2878)  0.00
N (-1.0151, 1.1932, 0.8819)  0.01
C (0.1661, 1.1509, 0.2136)  0.00
Se (0.4085, 1.1367, -1.6069)  0.00
N (1.1574, 1.1007, 1.1374)  -0.01
C (2.5927, 1.1504, 0.8807)  0.00
C (3.1893, 2.5159, 1.2030)  0.00
C (2.8210, 3.6112, 0.2071)  0.00
C (3.4925, 3.4372, -1.1469)  0.00
C (0.6056, 1.0632, 2.4084)  0.01
C (1.1897, 0.9659, 3.6619)  0.00
C (0.3316, 0.8930, 4.7463)  0.00
C (-1.0553, 0.9203, 4.5828)  0.00
C (-1.6375, 1.0301, 3.3310)  0.00
C (-0.7783, 1.1061, 2.2465)  0.00
H (-1.0998, 5.3058, -0.4688)  0.00
H (-0.4929, 3.6818, -0.2357)  0.00
H (-1.1500, 4.5850, 1.1357)  0.00
H (-2.7309, 3.5573, -1.2806)  0.00
H (-3.3987, 4.6147, -0.0572)  0.00
H (-4.1262, 2.4444, 0.5281)  0.00
H (-2.8853, 2.8652, 1.6852)  0.00
H (-2.1953, 1.2386, -0.7916)  0.00
H (-2.9353, 0.4647, 0.6242)  0.00
H (2.7361, 0.8763, -0.1654)  0.00
H (3.0535, 0.3808, 1.5042)  0.01
H (4.2762, 2.4040, 1.2370)  0.00
H (2.8760, 2.8025, 2.2089)  0.00
H (3.1071, 4.5736, 0.6357)  0.00
H (1.7342, 3.6456, 0.0827)  0.00
H (4.5746, 3.3563, -1.0353)  0.00
H (3.2908, 4.2887, -1.7944)  0.00
H (3.1309, 2.5481, -1.6630)  0.00
H (2.2620, 0.9473, 3.7927)  0.00
H (0.7444, 0.8144, 5.7403)  0.00
H (-1.6895, 0.8614, 5.4539)  0.00
H (-2.7095, 1.0592, 3.2148)  0.00

Forces on atoms 1 to 6 (eV/Å):
0.28 -0.05 0.08
0.12 -0.06 -0.08
-0.10 -0.08 0.08
0.09 0.21 -0.12
-0.18 0.03 0.03
0.05 -0.10 0.17


Entry from OMol25: a structure of composition C27H37FeGeN8S2 (ωB97M-V/def2-TZVPD).

**Lowest unoccupied orbital energy (spin up / spin down)**: 0.064 / 0.064 hartree
**Orbital gap (spin up / spin down)**: 4.1 / 4.3 eV
**Energy**: -153094.0452 eV
**HOMO (spin up / spin down)**: -2.322 / -2.534 eV
**Multiplicity**: 5
**Total charge**: -1

Each line ends with the Mulliken spin population.
Cartesian coordinates (Å):
Fe (-0.1323, -0.7988, 0.5879)  3.81
C (5.3085, -1.0178, 0.5025)  0.00
N (3.9951, -0.8788, 1.0780)  0.00
C (3.4071, 0.2999, 1.4026)  0.01
S (2.0375, 0.3093, 2.3549)  0.00
N (3.9639, 1.4042, 0.8546)  0.01
C (3.4833, 2.7422, 1.1112)  0.00
H (5.4798, -2.0712, 0.2875)  0.00
H (6.1099, -0.6626, 1.1639)  0.00
H (5.3740, -0.4956, -0.4550)  0.00
H (3.6241, -1.6440, 1.6151)  0.00
H (4.8843, 1.3189, 0.4577)  0.00
H (2.4005, 2.7126, 1.1888)  0.00
H (3.7668, 3.3820, 0.2755)  0.00
H (3.8839, 3.1547, 2.0423)  0.00
C (2.2300, -3.3886, -1.1740)  0.02
N (1.1747, -3.2841, -2.1605)  0.00
C (1.3637, -3.0988, -3.5164)  0.00
C (0.1505, -2.9292, -4.0748)  0.00
N (-0.7658, -3.0217, -3.0446)  0.00
C (-0.1351, -3.2146, -1.8606)  0.01
S (-0.8779, -3.3441, -0.3430)  0.01
H (3.1774, -3.3692, -1.7082)  0.00
H (2.1209, -4.3184, -0.6163)  0.00
H (2.1542, -2.5029, -0.5326)  0.00
H (2.3466, -3.0233, -3.9420)  0.00
H (-0.1297, -2.7008, -5.0853)  0.00
H (-1.7470, -2.8205, -3.0783)  0.00
N (-4.9675, 8.7559, -0.1660)  0.00
C (-4.6820, 7.6413, -0.1781)  0.00
C (-4.3302, 6.2477, -0.2001)  0.00
C (-3.0674, 5.8363, 0.2298)  0.00
C (-2.7363, 4.4965, 0.2101)  0.00
C (-3.6602, 3.5553, -0.2516)  0.00
C (-4.9217, 3.9701, -0.6839)  0.00
C (-5.2586, 5.3088, -0.6541)  0.00
N (-3.3198, 2.1956, -0.2799)  0.00
C (-4.1808, 1.1117, -0.3653)  0.00
C (-3.3999, 0.0020, -0.3511)  0.00
N (-2.0775, 0.3642, -0.2727)  0.04
C (-2.0575, 1.6642, -0.2239)  -0.03
H (-2.3508, 6.5613, 0.5885)  0.00
H (-1.7683, 4.1844, 0.5724)  0.00
H (-5.6334, 3.2519, -1.0628)  0.00
H (-6.2343, 5.6273, -0.9922)  0.00
H (-5.2486, 1.2317, -0.3881)  0.00
H (-3.6863, -1.0358, -0.3732)  0.00
H (-1.1622, 2.2618, -0.1930)  0.00
C (1.0305, -3.0386, 3.8968)  0.00
Ge (-0.8325, -2.4175, 3.7279)  0.00
C (-1.3934, -1.9826, 5.5798)  0.00
C (-1.8698, -4.0112, 3.2008)  0.00
C (-1.1719, -1.0093, 2.4664)  -0.05
H (1.1027, -3.7686, 4.7065)  0.00
H (1.7110, -2.2125, 4.0984)  0.00
H (1.3484, -3.5146, 2.9668)  0.00
H (-1.3258, -2.8490, 6.2406)  0.00
H (-2.4236, -1.6217, 5.5850)  0.00
H (-0.7581, -1.1928, 5.9856)  0.00
H (-1.7831, -4.8061, 3.9444)  0.00
H (-1.5121, -4.3893, 2.2425)  0.00
H (-2.9255, -3.7578, 3.0885)  0.00
H (-1.0770, -0.0329, 2.9658)  0.00
H (-2.2429, -1.1135, 2.2342)  0.00
N (1.0591, -0.4166, -0.8016)  0.06
C (1.3539, -0.1058, -2.0299)  -0.03
C (2.6902, -0.2304, -2.5827)  0.04
C (2.9841, -0.0173, -3.9117)  -0.02
C (2.0063, 0.3671, -4.8339)  0.05
C (0.7104, 0.5621, -4.3363)  -0.02
C (0.3909, 0.3484, -3.0170)  0.05
H (3.4724, -0.5231, -1.8911)  0.01
H (4.0104, -0.1507, -4.2496)  0.00
H (2.2468, 0.5433, -5.8748)  0.01
H (-0.0756, 0.8829, -5.0177)  0.00
H (-0.6316, 0.4874, -2.6793)  0.02

Forces on atoms 1 to 6 (eV/Å):
0.08 -0.12 -0.26
-0.01 -0.05 -0.18
0.12 0.09 0.42
-0.03 0.05 -0.50
0.02 0.19 0.35
0.07 -0.17 0.34